Density functional theory data (ωB97M-V with the def2-TZVPD basis set) for a cluster of 10 separate species, H22N2O11S in total.

expectation value of S² = 0.76
E = -36688.0655 eV
M = 258.2 g mol⁻¹
frontier orbital gap (spin up / spin down) = 10.06 / 6.83 eV
multiplicity = 2
total charge = +1

Cartesian coordinates (Å):
1 N -0.1516 4.0897 -0.3172
2 H 0.1996 3.1617 -0.1283
3 H 0.5725 4.6445 -0.7508
4 H -0.4039 4.4435 0.5945
5 H -0.9774 4.1559 -0.8950
6 N 0.2974 -0.4656 -0.7611
7 H 0.5688 -1.1296 -0.0501
8 H 0.5564 0.4573 -0.4427
9 H -0.7020 -0.5908 -0.8358
10 H 0.7009 -0.7298 -1.6485
11 S 1.6463 2.1095 1.5569
12 O 0.9202 2.0847 2.7839
13 O 2.3216 3.3630 1.3877
14 O 2.7481 1.1439 1.6215
15 O 0.7884 1.8695 0.3974
16 O -2.2713 0.0293 -0.0314
17 H -2.9551 0.4756 -0.5308
18 H -2.1410 0.5789 0.7414
19 O 3.2265 -0.4921 -0.5864
20 H 3.9913 -0.2941 -1.1269
21 H 3.2847 0.1217 0.1458
22 O -1.8495 -3.2029 1.6181
23 H -2.6245 -2.8846 2.0811
24 H -1.2041 -2.5036 1.7215
25 O -0.8568 -0.5422 2.3980
26 H -0.1916 0.1366 2.5119
27 H -1.6657 -0.1413 2.7162
28 O 1.3617 -2.4093 0.6924
29 H 1.2932 -2.9315 1.4917
30 H 1.9301 -2.9226 0.1183
31 O -3.6988 -1.9533 -2.3076
32 H -3.2930 -1.2555 -1.7932
33 H -3.4616 -2.7589 -1.8484
34 O 0.7831 -1.6036 -3.2585
35 H 1.3480 -2.2600 -3.6663
36 H -0.0909 -1.7940 -3.5995